This record from OMol25 describes a structure of composition C46H47ClLaN7OTe. The level of theory is ωB97M-V/def2-TZVPD.

LUMO level (spin up / spin down) = -3.1 / -3.2 eV
Highest occupied orbital energy (spin up / spin down) = -7.99 / -10.87 eV
Charge = +1
Energy relative to the best compared isomer or geometry (same formula, charge and spin) = 15.8 kcal per mole
2S+1 = 2

Element x y z (Å)
La  -1.889  -0.072  -1.441
C  1.961  -0.983  -4.183
C  0.946  -1.135  -3.292
N  0.529  -0.143  -2.467
C  1.124  1.080  -2.652
C  2.247  1.166  -3.527
N  2.669  0.183  -4.265
C  0.503  2.228  -2.080
C  0.945  3.544  -2.362
C  0.206  4.633  -2.001
C  -1.020  4.406  -1.315
C  -1.383  3.131  -1.001
N  -0.643  2.036  -1.346
C  -2.616  2.868  -0.199
C  -3.543  3.867  0.126
N  -4.558  3.657  0.945
C  -4.679  2.436  1.466
C  -3.821  1.418  1.110
N  -2.807  1.631  0.267
C  0.653  6.011  -2.310
C  0.347  7.077  -1.471
C  0.795  8.347  -1.797
N  1.509  8.624  -2.884
C  1.795  7.602  -3.689
C  1.396  6.298  -3.450
H  2.251  -1.788  -4.843
H  0.423  -2.080  -3.214
H  2.805  2.091  -3.605
H  1.882  3.693  -2.876
H  -1.643  5.244  -1.048
H  -3.459  4.859  -0.297
H  -5.488  2.263  2.164
H  -3.937  0.416  1.504
H  -0.207  6.929  -0.553
H  0.569  9.184  -1.146
H  2.369  7.838  -4.578
H  1.638  5.528  -4.172
C  -3.704  -2.722  3.024
C  -4.393  -2.170  1.804
C  -5.583  -1.452  1.911
C  -6.222  -0.954  0.783
C  -5.686  -1.171  -0.479
C  -4.522  -1.918  -0.608
C  -3.877  -2.402  0.529
H  -3.804  -2.049  3.876
H  -2.641  -2.886  2.843
H  -4.143  -3.679  3.314
H  -6.014  -1.283  2.891
H  -7.145  -0.397  0.890
H  -6.186  -0.788  -1.360
H  -4.142  -2.167  -1.592
H  -2.981  -3.003  0.428
Cl  -2.034  0.699  -4.196
C  -3.536  0.302  -3.203
H  -4.046  -0.486  -3.759
H  -4.162  1.196  -3.260
C  -1.124  -4.601  -1.628
C  -0.728  -3.226  -1.162
O  -1.482  -2.234  -1.534
N  0.342  -3.147  -0.431
Te  0.833  -1.324  0.241
C  2.919  -1.243  -0.043
C  3.692  -2.120  -0.800
C  3.216  -3.311  -1.589
C  5.070  -1.892  -0.812
C  5.672  -0.850  -0.131
C  7.158  -0.642  -0.176
C  4.854  0.024  0.582
C  3.482  -0.143  0.633
C  2.661  0.873  1.388
C  0.796  -1.939  2.261
C  -0.109  -1.272  3.092
C  -1.029  -0.182  2.600
C  -0.191  -1.654  4.426
C  0.591  -2.681  4.939
C  0.489  -3.097  6.379
C  1.471  -3.327  4.079
C  1.600  -2.983  2.739
C  2.623  -3.724  1.919
H  -2.102  -4.579  -2.101
H  -1.125  -5.294  -0.788
H  -0.386  -4.961  -2.346
H  2.140  -3.418  -1.620
H  3.627  -4.226  -1.156
H  3.590  -3.231  -2.609
H  5.688  -2.571  -1.390
H  7.658  -1.464  -0.684
H  7.570  -0.559  0.830
H  7.403  0.280  -0.705
H  5.296  0.867  1.101
H  3.285  1.716  1.676
H  2.231  0.459  2.303
H  1.848  1.282  0.777
H  -0.503  0.641  2.109
H  -1.595  0.239  3.430
H  -1.764  -0.575  1.888
H  -0.888  -1.140  5.078
H  -0.209  -2.467  6.927
H  1.460  -3.038  6.871
H  0.148  -4.130  6.457
H  2.087  -4.134  4.463
H  2.820  -4.694  2.373
H  3.565  -3.171  1.894
H  2.299  -3.897  0.896